(1)
Density functional theory data (ωB97M-V/def2-TZVPD) for 2 unconnected molecules or ions with the total composition C7H11BrClN5O6.

The geometry in XYZ format:
```
31
C7H11BrClN5O6 ωB97M-V/def2-TZVPD
Br 1.853 -2.263 -2.911
O 1.242 0.370 -2.475
Cl 5.824 -1.149 1.150
H -1.692 1.934 -1.789
H -5.404 0.211 0.866
H -4.272 0.191 2.209
N -2.424 0.449 -0.421
H -1.559 2.025 1.848
C -3.516 1.027 0.410
H 0.215 -2.061 -0.605
N 0.398 1.224 1.635
C -4.360 0.018 1.133
C 0.892 0.363 0.742
O 6.241 -0.199 0.153
N -1.216 0.639 0.265
O 5.843 -2.482 0.607
H -2.097 0.343 -2.516
H 2.659 -0.125 -0.213
O 6.653 -1.063 2.316
C -2.375 1.083 -1.767
H -3.379 1.436 -2.009
N 2.126 -0.121 0.643
H 2.647 -0.457 1.452
O 4.444 -0.830 1.527
C -0.880 1.366 1.331
H -0.982 -1.215 -1.588
C 1.011 -0.743 -2.146
O -3.666 2.208 0.435
C -0.024 -1.108 -1.081
N -0.105 -0.064 -0.083
H -4.098 -1.006 0.881
```

* highest occupied orbital energy: -8.35 eV
* LUMO level: -1.13 eV
* Kohn-Sham gap: 7.22 eV
* energy relative to the best compared isomer or geometry (same formula, charge and spin): 0.0 kcal/mol
* E_tot: -109726.9729 eV

=====

(2)
Density functional theory data (ωB97M-V/def2-TZVPD) for a gas-phase ion, C4H9N2O2 (charge -1) in a non-equilibrium geometry.

The geometry in XYZ format:
```
17
C4H9N2O2 ωB97M-V/def2-TZVPD
H 0.853 -0.834 2.757
H 0.812 -2.368 0.567
H 0.663 -1.395 -0.974
H -0.623 1.622 0.924
C 0.318 -1.563 0.036
C 0.373 -0.264 0.857
H -0.766 -0.988 2.477
H 1.420 0.058 0.796
H -1.408 0.403 -0.145
N 0.061 -0.451 2.266
O 0.222 1.814 -3.209
N 0.188 1.346 -0.993
H 0.756 2.164 -0.859
C -0.346 1.149 -2.321
O -1.339 0.391 -2.390
C -0.459 0.829 0.184
H -0.724 -1.915 0.026
```

* highest occupied orbital energy: -3.97 eV
* LUMO level: 3.73 eV
* Kohn-Sham gap: 7.71 eV
* energy relative to the best compared isomer or geometry (same formula, charge and spin): 3.2 kcal/mol
* E_tot: -11371.0275 eV
* total charge: -1